Entry 1:
21
Properties=species:S:1:pos:R:3 method="wB97M-V/def2-TZVPD" homo_lumo_gap_ev=9.4216 mol_weight_g_mol=126.10 largest_force_ev_per_a=8.93
O -1.06439 1.88242 1.73568
H -0.66646 1.32980 1.06301
H -1.76151 1.34256 2.10828
O -0.01849 0.50585 0.16884
H 0.06344 0.49304 -0.78476
H 0.49067 -0.24919 0.46363
O -2.28531 0.63492 -1.43028
H -2.85139 -0.12786 -1.31212
H -2.01844 0.87546 -0.54307
O -0.27385 -1.38893 -2.16738
H 0.27579 -0.60555 -2.18804
H -0.59206 -1.43512 -1.26580
O 1.23072 -1.29008 0.31283
H 2.05447 -0.91040 0.61861
H 1.11289 -2.07285 0.85099
O 0.94057 0.31670 3.14914
H 0.91041 -0.63963 3.17702
H 0.42505 0.55067 2.37731
O 1.03695 0.16462 -1.88881
H 1.07777 0.84430 -2.56156
H 1.91314 -0.22074 -1.88352

=====

Entry 2:
21
Properties=species:S:1:pos:R:3 method="wB97M-V/def2-TZVPD" homo_lumo_gap_ev=10.2619 mol_weight_g_mol=126.10 largest_force_ev_per_a=3.41 smiles=O.O.O.O.O.O.O
O -0.92609 -1.31163 2.89660
H -0.81432 -1.14334 3.83092
H -1.82972 -1.17204 2.73794
O 0.73532 -2.59373 -1.60724
H 1.02528 -1.97228 -0.95578
H 0.54737 -3.28821 -0.96369
O -1.07450 1.42790 2.07550
H -1.27761 1.08821 1.21203
H -1.34226 0.67126 2.57836
O 1.40299 2.39705 0.21699
H 1.62671 3.11673 0.78671
H 0.45808 2.55400 0.14460
O 1.02513 0.86263 -2.94966
H 1.35192 0.96071 -2.06129
H 1.38401 0.03472 -3.13940
O -1.66776 -0.69647 -2.20783
H -1.85878 -0.57148 -1.28277
H -0.76233 -0.45836 -2.31538
O 0.68064 -0.19981 0.02426
H 0.34530 -0.37911 0.93048
H 0.97062 0.67323 0.04866

=====

Entry 3:
21
Properties=species:S:1:pos:R:3 method="wB97M-V/def2-TZVPD" homo_lumo_gap_ev=10.3180 mol_weight_g_mol=126.10 largest_force_ev_per_a=4.61 smiles=O.O.O.O.O.O.O
O 0.86400 -1.60541 1.13179
H 1.02849 -2.00817 2.00878
H 0.50773 -0.76486 1.34376
O -1.39184 -0.20947 -1.11035
H -1.80582 -0.84383 -1.70905
H -0.86306 -0.85082 -0.50552
O -0.80425 1.92243 -1.78120
H -1.41897 1.22021 -2.01214
H -0.85898 2.02985 -0.80656
O -0.05811 -3.70920 0.72975
H -0.30584 -2.82070 0.98479
H -0.38584 -4.34935 1.39190
O 4.76981 -0.11974 -1.26178
H 4.36517 -0.93516 -1.56949
H 5.40781 0.13255 -1.92513
O -4.06671 0.28663 -0.03164
H -3.26753 -0.20708 -0.15890
H -4.24196 0.61441 -0.95819
O 1.08797 3.84013 1.89108
H 1.03715 4.80925 1.86163
H 0.40080 3.56832 2.48649

=====

Entry 4:
21
Properties=species:S:1:pos:R:3 method="wB97M-V/def2-TZVPD" homo_lumo_gap_ev=10.5119 mol_weight_g_mol=126.10 largest_force_ev_per_a=3.70 smiles=O.O.O.O.O.O.O
O -0.91900 -0.69078 0.07033
H -0.71185 0.18436 -0.07492
H -0.93944 -0.93197 -0.83739
O 2.12581 -1.64045 -0.24288
H 1.15885 -1.52863 0.13214
H 2.28124 -0.92017 -0.82963
O -5.54210 1.38986 0.63465
H -6.20671 1.56571 1.29799
H -4.76320 1.15650 1.16321
O 3.18217 1.70374 -1.70956
H 4.09396 1.88067 -1.70677
H 2.69412 2.52002 -1.48271
O 1.18301 2.10349 0.03112
H 1.37502 2.03710 0.95860
H 1.01684 1.15656 -0.29142
O -2.14788 -2.28553 -1.99879
H -2.54898 -3.01380 -1.58056
H -2.51001 -1.57295 -1.45367
O 2.41038 -1.32293 2.31143
H 1.76463 -0.71207 2.54693
H 3.00313 -1.07873 3.06188

=====

Entry 5:
21
Properties=species:S:1:pos:R:3 method="wB97M-V/def2-TZVPD" homo_lumo_gap_ev=11.8313 mol_weight_g_mol=126.10 largest_force_ev_per_a=0.29 smiles=O.O.O.O.O.O.O
O 0.24283 11.74240 7.47850
H 1.05905 11.42892 7.08894
H -0.00592 11.05695 8.09859
O 6.72029 13.30695 15.20757
H 6.98926 13.21690 16.12178
H 5.77073 13.18729 15.22389
O 6.75429 6.58025 16.17628
H 6.14317 7.02123 15.58610
H 7.02637 5.79679 15.69837
O 2.22131 8.47372 13.66135
H 1.65178 8.55364 12.89618
H 2.31635 9.36973 13.98440
O 2.21225 12.95933 15.46871
H 1.74471 12.96542 16.30394
H 2.24850 13.87942 15.20726
O 2.18678 3.99505 11.63530
H 2.74942 3.73176 10.90704
H 2.57253 4.81117 11.95370
O -1.60636 8.67498 10.57563
H -2.19683 7.93356 10.70929
H -2.15639 9.44692 10.70907

=====

Entry 6:
21
Properties=species:S:1:pos:R:3 method="wB97M-V/def2-TZVPD" homo_lumo_gap_ev=11.4429 mol_weight_g_mol=126.10 largest_force_ev_per_a=3.40 smiles=O.O.O.O.O.O.O
O -3.24896 -1.20279 -0.30532
H -2.48833 -1.64516 -0.68899
H -3.07506 -0.27981 -0.67383
O -2.54239 1.71859 -0.65270
H -1.53613 1.56684 -0.68522
H -2.72171 2.60088 -0.40768
O -1.26332 -0.47653 1.60095
H -2.01393 -1.01109 1.29500
H -1.32027 0.11674 0.82981
O 3.18331 -0.98825 -0.69885
H 3.30161 -1.13766 0.28073
H 2.18326 -1.31755 -0.76037
O 2.80687 1.48921 0.50257
H 3.26229 1.99891 -0.18044
H 2.77371 0.51433 0.27555
O 0.06252 1.13717 0.06952
H 0.38274 0.31556 -0.33175
H 0.84707 1.48862 0.43704
O 0.77875 -1.41613 -0.07288
H 0.45307 -2.24315 -0.46274
H 0.17491 -1.22870 0.62960